# 1
Density functional theory data (ωB97M-V with the def2-TZVPD basis set) for C28H52BN4NaO14 as an isolated structure at a distorted geometry.

```
! wB97M-V def2-TZVPD RIJCOSX def2/J DEFGRID3
* xyz 0 1
H 2.5127 1.6273 -6.7865
H 3.3368 1.1061 7.0383
H 0.0091 2.8148 7.9633
O 0.3201 3.4858 -2.6781
H 4.2758 2.4288 7.7266
H 0.3292 2.4624 1.4311
C -0.7448 -0.2785 0.7480
C 1.5984 -4.5856 -7.9249
C 0.6446 0.2476 0.1807
O 2.2208 0.7269 -4.1460
N 0.7864 2.4130 -2.4085
H -0.4904 0.5678 7.1284
H 1.5134 -2.5366 -7.2957
O 1.3339 -1.2945 -4.5852
C 0.4848 1.0035 6.8869
H -1.9089 -0.1459 -1.2169
H -5.0684 -3.2300 -3.2590
O -3.2178 -2.3069 -3.2153
C 2.0216 -0.3735 -4.9093
H -0.1643 4.4973 2.3412
H 3.3778 1.3429 8.7934
H -5.4913 3.9779 2.1782
H 2.1587 3.3201 6.7896
C 0.4607 1.5030 5.4442
H -3.3901 -1.8685 -4.0541
H 4.1849 1.0394 -6.6677
H -0.6075 2.8479 4.1294
H -2.3053 3.4155 1.2897
C -5.6796 4.4738 1.2270
H -2.2165 1.1511 1.8968
C 0.8106 2.0679 7.9388
H -5.3280 0.0065 0.6257
H 0.8042 1.5910 8.9246
H -6.2161 5.4079 1.4082
Na 2.8562 -8.4631 -6.0669
C -4.3203 0.2927 0.2147
C 3.2070 1.0323 -6.1873
O 1.0405 -2.2086 3.8054
O 1.6300 -4.2362 3.8136
H -1.6040 2.1755 5.4286
H 2.2414 3.5528 8.5230
H 0.9844 -1.5329 -1.2163
N -0.5020 2.2143 0.8658
N -3.4868 -1.8462 1.1978
H -1.5085 3.6707 -0.3762
H -0.4382 3.4642 5.7743
H -1.2092 5.5914 1.3366
C 3.2638 1.4818 -4.7555
C -1.1515 1.0410 1.5741
C -1.8217 -0.8136 -0.3133
O 1.1428 2.4613 -1.0321
C 1.5086 -5.9159 -7.5153
H -4.3094 -3.0743 -1.6571
C 1.1422 -5.2134 -5.2418
H -6.2804 3.8182 0.5917
H 2.0075 -1.8712 1.8653
C 2.1460 2.7873 7.7460
O 2.5519 -2.2838 1.1444
H -0.5058 -1.1992 1.3473
C -4.4781 -2.5771 -2.6111
H 0.2697 0.6463 4.7884
C 0.1674 1.6455 -0.3669
H -5.0134 -1.6389 -2.4396
H 0.9656 -5.4516 -4.1992
C 3.3500 1.8577 7.8298
B 2.7538 -1.2035 0.2384
H -4.0158 1.2320 0.7731
O 1.5230 -8.1528 -8.1017
O 1.8516 -6.6608 -9.6605
O 4.0461 -0.5470 0.1881
H 4.2116 1.2287 -4.2731
H -1.6084 -1.8644 -0.6382
H 3.0855 2.5513 -4.6453
H 1.1013 -3.0867 -4.9165
H -0.6731 1.5569 -1.1175
C -0.6091 2.5598 5.1870
H -4.6208 5.1831 -0.2372
H -2.6639 -2.4656 1.2095
H 3.9505 0.1999 0.8082
H 1.2049 0.1843 6.9626
C 1.2206 -3.8851 -5.6469
O 1.6283 -3.1354 5.7531
O 2.7020 -0.2962 -6.0807
N 1.6376 -6.9762 -8.4961
H -4.4635 0.5357 -0.8739
H 1.2184 0.4547 1.1396
H 1.2156 -7.2650 -5.8404
H 1.4408 1.8957 5.1571
H -0.6404 0.8219 2.5638
H 1.7773 -4.3295 -8.9614
H 2.0257 -0.0476 -1.5189
O -4.4302 4.7461 0.5988
H 0.3309 4.8504 0.5681
C 1.4440 -3.1929 4.5223
C -0.5285 4.6964 1.2883
C -1.3443 3.4422 0.7122
C 1.4513 -3.5732 -6.9861
C -3.2477 -0.8440 0.4079
C 1.5392 -0.6909 -0.7232
C 1.2847 -6.2354 -6.1722
*
```

Output
Molar mass in g/mol: 702.5
E_LUMO in eV: -2.16
HOMO in Ha: -0.1238
Calculated total energy in Ha: -2557.182579
Gap between HOMO and LUMO in eV: 1.21

Results of the Löwdin charge analysis, in e, for atoms 1 through 2: number 1, H, carries 0.1368; number 2, H, carries 0.0719

# 2
Density functional theory data (ωB97M-V with the def2-TZVPD basis set) for a 2-piece molecular cluster, C2H4NO2 overall at a distorted geometry.

```
! wB97M-V def2-TZVPD RIJCOSX def2/J DEFGRID3
* xyz -1 1
H -1.1839 0.7687 1.0014
H 0.0543 -0.6221 -1.5121
O -1.1696 -1.1583 0.1405
O 2.6095 0.1291 -0.2676
H 1.3274 0.6867 1.0379
C -1.2446 0.2409 0.0508
C -0.0781 -0.4769 -0.4434
N 1.7115 -0.1940 0.6020
H -2.0264 0.6260 -0.6096
*
```

Output
Molar mass in g/mol: 74.1
E_LUMO in eV: 4.40
HOMO in Ha: -0.0596
Energy relative to the best compared isomer or geometry (same formula, charge and spin) in eV: 6.659
Calculated total energy in Ha: -283.666294
Gap between HOMO and LUMO in eV: 6.02

Results of the Löwdin charge analysis, in e, for atoms 1 through 2: number 1, H, carries 0.0789; number 2, H, carries 0.0683

# 3
Density functional theory data (ωB97M-V with the def2-TZVPD basis set) for a 2-piece molecular cluster, C4H3ClF4O overall at a distorted geometry.

```
! wB97M-V def2-TZVPD RIJCOSX def2/J DEFGRID3
* xyz 0 1
F -0.0576 -1.4102 -0.1179
Cl -3.4504 -0.6546 -0.9098
C 0.5829 -0.2401 0.2150
C -2.8094 -0.2495 0.5084
H 2.2954 0.8309 -0.3941
H 2.7137 -0.7913 0.4622
O -2.9752 -0.3290 1.6452
F 0.6086 -0.2186 1.5597
F -0.0299 2.1136 0.3609
H 1.9903 -0.7799 -1.2207
C 1.9780 -0.2590 -0.3276
C -0.3567 0.9084 -0.2299
F -0.4896 1.0793 -1.5515
*
```

Output
Molar mass in g/mol: 178.5
E_LUMO (alpha / beta) in eV: -0.29 / -0.18
HOMO (alpha / beta) in Ha: -0.3031 / -0.3405
Energy relative to the best compared isomer or geometry (same formula, charge and spin) in eV: 3.121
Calculated total energy in Ha: -1088.984091
Gap between HOMO and LUMO (alpha / beta) in eV: 7.96 / 9.08

Results of the Löwdin charge analysis, in e, for atoms 1 through 2: number 1, F, carries 0.0563; number 2, Cl, carries 0.8169

# 4
Density functional theory data (ωB97M-V with the def2-TZVPD basis set) for C29H42B2IrN8S4 as an isolated structure at a distorted geometry.

```
! wB97M-V def2-TZVPD RIJCOSX def2/J DEFGRID3
* xyz 2 6
C -3.7383 -0.6223 3.8269
H -4.3020 2.2434 -0.0887
N -0.0641 0.8297 1.5104
H -1.4362 0.6724 4.9728
B 5.5186 6.6171 0.6344
H 5.7345 6.9241 1.7814
C 2.4390 -0.1277 -0.1474
C 3.1979 -2.8022 -0.9480
H -3.5002 -0.6361 -3.2133
C -2.2951 1.4619 -1.8977
H 0.0475 2.3633 5.7121
C 3.7678 -0.3777 -0.3273
H -3.1123 -1.0669 -1.5374
H -4.4954 -1.3889 3.9933
C 4.2167 -1.7456 -0.6180
S 4.7723 1.0132 -0.0665
H 2.7117 -4.9044 -2.8025
C -3.7869 -0.4855 -2.1697
C -1.8543 -2.1883 4.4020
N -0.2046 1.4513 -0.9773
C -2.7642 -2.1136 2.0700
H -4.8001 -0.8688 -2.0427
H 3.6359 -3.5650 -1.5736
H -1.6243 -1.6372 5.3160
H 2.6205 -5.4989 -1.1274
Ir 3.0401 2.6507 0.3330
C 1.0517 -4.0552 -1.6428
N -1.4931 1.0609 -0.9505
S 1.9021 3.0676 -1.7837
C -1.0504 0.7568 3.9645
H -4.1349 0.0920 3.1017
H 0.9315 -3.3407 -3.7068
H -5.2220 0.7439 -0.2425
C 0.2629 -3.6621 -2.9050
C -3.7451 1.0022 -1.7900
C -0.1704 1.7609 3.6760
N 1.1937 -0.7298 -0.2856
C -2.4501 -1.2834 3.3125
C 1.7128 -2.7942 -1.0917
H 1.0137 3.2117 -4.4107
H -3.5869 -0.1014 4.7741
C 0.3277 2.3035 -1.8695
H 5.5158 -1.6885 -2.3247
C -4.2299 1.1842 -0.3470
H 6.7468 6.7016 0.2137
H -1.8721 -2.6076 1.6823
S 3.8147 -2.9009 0.7636
H -4.4503 1.5900 -3.7806
C -1.7868 2.2349 -2.9679
H 0.5978 -4.8100 0.3614
H -3.4964 -2.8775 2.3325
C -1.4426 -0.1916 2.9965
H -0.4463 -2.8628 -2.6943
H -2.5731 -2.9669 4.6596
C 0.3379 1.7980 2.3495
H -4.5474 2.8825 -2.5668
H -3.5568 0.7007 0.3616
H 1.2745 3.0454 4.6291
H 5.9184 -2.9507 -1.1422
C -0.4975 2.6767 -2.9738
H 0.1239 4.5727 -3.7488
B 0.5634 0.7127 0.1188
H -5.6872 1.5416 -2.5370
C 0.2274 2.7657 4.7174
H 1.4606 -6.0359 -2.3314
H -2.4328 2.4879 -3.7982
H -0.3638 3.6773 4.6089
H -0.9399 -2.6729 4.0535
H -0.2898 -4.5337 -3.2577
C 2.0344 -5.1749 -1.9900
H -0.3972 -5.4851 -0.9328
H -3.1804 -1.4982 1.2700
N -0.9242 -0.1570 1.7945
C 4.7354 5.2976 0.5290
C 5.5744 -1.9254 -1.2602
N 4.1223 4.3294 0.4605
S 1.3562 3.1872 1.9110
H -0.7001 -3.8375 -0.3534
N 0.8126 -1.8767 -0.7503
N 1.9944 1.0659 0.2105
H 6.3079 -1.2622 -0.8045
H -0.6539 3.5133 -4.9308
C 0.0275 3.5378 -4.0831
C -4.6473 1.8066 -2.7287
H 5.2274 7.3483 -0.3172
C 0.0739 -4.5724 -0.5674
*
```

Output
Molar mass in g/mol: 844.8
E_LUMO (alpha / beta) in eV: -5.62 / -9.03
HOMO (alpha / beta) in Ha: -0.4573 / -0.5092
Energy relative to the best compared isomer or geometry (same formula, charge and spin) in eV: 0.546
Calculated total energy in Ha: -3314.476238
Gap between HOMO and LUMO (alpha / beta) in eV: 6.82 / 4.82

Results of the Löwdin charge analysis, in e, for atoms 1 through 2: number 1, C, carries -0.0252; number 2, H, carries 0.0955

- Look up the molar mass of the fourth one.
  844.8 g/mol

- What is the molar mass in the second record?
  74.1 g/mol